--- a ---
Below is a single C4H8N2OS molecule, with properties calculated with ωB97M-V with the def2-TZVPD basis set.

Last column: Mulliken charge in e.
Positions of all 16 atoms, in Å:
C (-2.816, -0.043, -0.497)  -0.08
C (-2.888, 1.094, 0.070)  -0.66
C (-1.823, -1.071, 0.202)  -0.96
C (3.155, 0.949, 0.075)  -0.73
N (2.013, -1.001, -0.027)  -0.17
N (-0.519, -1.016, -0.208)  -0.23
O (2.976, -0.272, -0.633)  -0.12
S (0.771, -0.321, 0.767)  0.04
H (-3.173, -0.547, -1.328)  0.38
H (-3.058, 2.069, 0.405)  0.45
H (-1.949, -0.858, 1.189)  0.46
H (-2.174, -2.025, 0.181)  0.44
H (4.239, 1.422, -0.154)  0.24
H (3.174, 0.827, 1.248)  0.26
H (2.510, 1.774, -0.075)  0.40
H (-0.440, -0.981, -1.214)  0.28

***

--- b ---
Below is a single C4H8N2OS molecule, with properties calculated with ωB97M-V with the def2-TZVPD basis set.

Last column: Mulliken charge in e.
Positions of all 16 atoms, in Å:
C (0.238, 0.662, 1.976)  -1.40
C (0.572, -0.245, 0.963)  0.60
C (-0.072, 0.062, -0.420)  0.09
C (-0.275, 0.618, -2.817)  -0.32
H (-0.873, 0.711, 2.162)  0.36
H (0.709, 0.316, 2.959)  0.35
H (0.485, 1.779, 1.800)  0.32
H (1.653, -0.268, 0.689)  0.23
H (-0.677, -1.537, 2.199)  0.31
H (0.007, -2.262, 0.792)  0.30
H (0.421, 0.185, -3.450)  0.30
H (-0.939, 1.217, -3.563)  0.26
N (0.280, -1.580, 1.537)  -0.74
N (-0.781, -0.765, -1.076)  -0.28
O (-1.144, -0.357, -2.329)  -0.23
S (0.396, 1.465, -1.423)  -0.14

## Properties
**Structure (SMILES)**: C[C@@H](N)C1=NOCS1

***

Relative energies, in kcal/mol, with the most stable structure set to zero: a 134.2; b 0.0.

***

--- a ---
Below is a single C4H8N2OS molecule, with properties calculated with ωB97M-V with the def2-TZVPD basis set.

Last column: Mulliken charge in e.
Positions of all 16 atoms, in Å:
C (-0.668, -0.024, -1.302)  -0.78
C (-0.440, 0.493, 0.117)  0.21
C (1.039, 0.470, 0.551)  -0.72
C (-0.711, -0.509, 1.258)  0.32
H (-0.192, 0.596, -3.267)  0.23
H (-0.661, 1.777, -2.252)  0.22
H (-0.103, -0.992, -1.288)  0.40
H (-1.756, -0.305, -1.439)  0.27
H (-0.963, 1.434, 0.311)  0.40
H (1.440, 1.379, 0.980)  0.31
H (1.672, 0.033, -0.228)  0.28
H (1.037, -2.450, 2.768)  0.13
N (-0.137, 0.897, -2.299)  -0.55
N (0.617, -0.452, 1.659)  0.05
O (-1.669, -1.139, 1.597)  -0.59
S (1.494, -1.207, 2.834)  -0.18

## Properties
**Structure (SMILES)**: NC[C@@H]1CN(S)C1=O

***

--- b ---
Below is a single C4H8N2OS molecule, with properties calculated with ωB97M-V with the def2-TZVPD basis set.

Last column: Mulliken charge in e.
Positions of all 16 atoms, in Å:
C (-0.977, 0.583, -0.341)  0.71
C (0.481, 0.115, -0.421)  -0.28
C (1.036, -0.582, 0.845)  -0.26
C (0.672, -1.393, -0.377)  -0.37
H (-0.477, 2.284, -1.232)  0.18
H (-2.157, 2.202, -0.909)  0.20
H (-2.514, 0.526, 0.688)  0.18
H (1.188, 0.757, -0.953)  0.38
H (0.320, -0.667, 1.650)  0.39
H (2.811, 0.774, 1.684)  0.11
H (1.430, -1.675, -1.103)  0.39
H (-1.140, -1.813, -0.017)  0.38
N (-1.248, 1.799, -0.860)  -0.42
N (-1.801, -0.115, 0.367)  -0.77
O (-0.358, -2.295, -0.345)  -0.58
S (2.733, -0.501, 1.322)  -0.25

## Properties
**Structure (SMILES)**: [H]/N=C(\N)[C@@H]1[C@H](O)[C@H]1S

***

--- c ---
Below is a single C4H8N2OS molecule, with properties calculated with ωB97M-V with the def2-TZVPD basis set.

Last column: Mulliken charge in e.
Positions of all 16 atoms, in Å:
C (0.302, 0.197, 0.883)  0.80
C (0.594, 1.037, -0.332)  -0.89
C (0.043, 0.460, -1.670)  -0.01
C (0.433, -0.744, -2.180)  -0.81
H (-2.815, 0.367, 0.407)  0.15
H (-0.790, -0.234, 2.485)  0.30
H (1.708, 1.151, -0.405)  0.27
H (0.125, 2.008, -0.199)  0.43
H (-0.672, 1.116, -2.225)  0.29
H (-0.046, -1.202, -3.033)  0.26
H (1.219, -1.233, -1.741)  0.34
H (0.946, -2.379, 1.804)  0.32
N (-0.830, 0.357, 1.623)  -0.32
N (1.194, -0.668, 1.184)  -0.52
O (0.774, -1.548, 2.208)  -0.43
S (-2.186, 1.314, 1.191)  -0.17

## Properties
**Structure (SMILES)**: C=CC/C(=N/O)NS

***

Relative energies, in kcal/mol, with the most stable structure set to zero: a 0.0; b 2.5; c 45.4.

***

--- a ---
Below is 2 unconnected molecules or ions with the total composition C9H15N6, with properties calculated with ωB97M-V with the def2-TZVPD basis set.

Last column: Mulliken charge in e.
Positions of all 30 atoms, in Å:
C (-1.813, -2.931, -0.182)  -0.14
C (-0.516, -0.961, -0.449)  0.79
C (1.451, 0.410, -1.157)  0.03
C (0.573, 1.401, -0.611)  -0.47
C (-3.380, 2.138, -0.500)  -0.45
C (-3.973, 1.892, 0.780)  -0.42
C (4.403, -1.404, 0.246)  -0.45
C (4.781, 0.015, 0.372)  -0.34
C (-3.066, -1.123, 0.542)  0.01
N (-2.886, -2.429, 0.205)  -0.38
N (-0.703, -2.148, -0.431)  -0.37
N (0.137, 0.038, -0.708)  -0.02
N (-2.677, -0.054, 0.001)  -0.44
N (-2.733, 1.231, 0.431)  -0.03
N (3.463, -0.415, 0.764)  -0.51
H (-1.741, -3.963, -0.307)  0.44
H (1.538, 0.390, -2.296)  0.24
H (2.286, 0.102, -0.516)  0.17
H (0.745, 1.684, 0.355)  0.26
H (0.073, 2.067, -1.133)  0.27
H (-3.689, 1.805, -1.387)  0.35
H (-2.759, 3.016, -0.549)  0.21
H (-3.776, 2.546, 1.650)  0.22
H (-4.840, 1.367, 0.763)  0.38
H (4.329, -1.829, -0.681)  0.25
H (4.836, -2.117, 0.878)  0.29
H (5.408, 0.310, 1.217)  0.25
H (4.876, 0.647, -0.476)  0.22
H (-3.743, -1.257, 1.401)  0.39
H (3.397, -0.430, 1.778)  0.25

## Properties
**Total charge**: +1

***

--- b ---
Below is 2 unconnected molecules or ions with the total composition C9H15N6, with properties calculated with ωB97M-V with the def2-TZVPD basis set.

Last column: Mulliken charge in e.
Positions of all 30 atoms, in Å:
C (2.583, 2.115, -0.349)  -0.83
C (3.278, 1.433, 0.621)  -0.16
C (1.663, 0.168, -0.080)  0.56
C (0.028, -1.405, -1.134)  -0.07
C (0.420, -3.264, -0.157)  -0.49
C (-3.189, 1.309, 0.818)  -0.52
C (-1.695, 0.987, 0.852)  -0.52
C (1.492, -2.243, 0.345)  -0.79
C (-2.297, 1.249, -1.230)  -0.07
N (1.477, 1.313, -0.706)  -0.60
N (-0.348, -2.589, -1.167)  -0.60
N (2.766, 0.169, 0.718)  -0.03
N (-3.457, 1.108, -0.603)  -0.15
N (-1.217, 1.112, -0.525)  -0.10
N (0.995, -1.030, -0.206)  0.27
H (2.778, 3.024, -0.789)  0.48
H (4.189, 1.670, 1.227)  0.37
H (-0.361, -0.479, -1.603)  0.42
H (0.677, -4.180, -0.688)  0.32
H (-0.240, -3.585, 0.659)  0.28
H (-3.744, 0.534, 1.360)  0.32
H (-3.387, 2.278, 1.248)  0.29
H (-1.191, 1.781, 1.364)  0.39
H (-1.517, 0.044, 1.315)  0.23
H (1.548, -2.377, 1.494)  0.32
H (2.563, -2.433, 0.059)  0.43
H (-0.199, 1.325, -0.734)  0.44
H (-2.412, 1.247, -2.288)  0.45
H (3.138, -0.584, 1.188)  0.11
H (-4.343, 1.306, -1.008)  0.25

## Properties
**Total charge**: +1

***

Relative energies, in kcal/mol, with the most stable structure set to zero: a 178.1; b 0.0.

***

--- a ---
Below is 2 unconnected molecules or ions with the total composition C6H10OS, with properties calculated with ωB97M-V with the def2-TZVPD basis set.

Last column: Mulliken charge in e.
Positions of all 18 atoms, in Å:
C (0.708, -2.019, 0.377)  -0.09
C (2.404, 0.114, -0.303)  -0.82
C (0.916, 0.460, -0.552)  0.14
C (1.217, -0.913, -0.143)  0.01
C (0.216, 1.563, 0.216)  -1.14
C (-4.784, 0.062, -0.528)  -0.32
O (-0.581, -2.221, 0.458)  -0.50
S (-3.515, 0.826, 0.044)  -0.18
H (1.381, -2.782, 0.631)  0.37
H (2.751, -0.066, -1.271)  0.26
H (3.178, 0.431, 0.422)  0.30
H (0.760, 0.564, -1.650)  0.27
H (0.860, 2.385, 0.321)  0.37
H (-0.211, 1.347, 1.252)  0.26
H (-0.698, 1.853, -0.283)  0.26
H (-0.998, -1.485, -0.068)  0.30
H (-5.784, 0.560, -0.373)  0.26
H (-4.515, -0.574, -1.362)  0.25

## Properties
**Structure (SMILES)**: C[C@H]1C/C1=C/O.C=S

***

--- b ---
Below is a single C6H10OS molecule, with properties calculated with ωB97M-V with the def2-TZVPD basis set.

Last column: Mulliken charge in e.
Positions of all 18 atoms, in Å:
C (-1.068, -1.772, -1.603)  -0.89
C (-0.643, -0.343, -1.195)  -0.21
C (0.854, 0.120, -0.842)  -0.73
C (0.585, 1.082, 0.340)  -0.24
C (0.596, 1.347, 1.852)  0.18
C (-0.290, 0.157, 1.231)  -0.25
H (-2.307, -1.584, -1.470)  0.24
H (-0.626, -2.223, -2.557)  0.29
H (-0.865, -2.390, -0.768)  0.31
H (-1.058, 0.485, -1.874)  0.35
H (1.321, 0.372, -1.872)  0.29
H (1.366, -0.747, -0.366)  0.29
H (-0.185, 1.821, -0.041)  0.26
H (0.155, 2.492, 1.987)  0.23
H (2.334, 1.125, 2.668)  0.34
H (0.163, -0.875, 1.380)  0.22
O (1.420, 0.864, 2.783)  -0.50
S (-1.750, 0.070, 0.349)  -0.17

## Properties
**Structure (SMILES)**: C[C@@H]1C[C@@H]2[C@H](O)[C@H]2S1

***

Relative energies, in kcal/mol, with the most stable structure set to zero: a 0.0; b 11.4.

***

--- a ---
Below is a gas-phase ion, CH3N2O (charge +1), with properties calculated with ωB97M-V with the def2-TZVPD basis set.

Last column: Mulliken charge in e.
Positions of all 7 atoms, in Å:
C (0.504, -0.553, 0.010)  -0.08
N (0.107, 0.867, 0.199)  -0.16
N (-0.798, 0.008, 0.109)  0.71
O (-1.911, -0.228, 0.038)  -0.39
H (0.529, -0.989, -0.980)  0.28
H (1.196, -0.912, 0.756)  0.29
H (0.373, 1.806, -0.133)  0.33

## Properties
**Total charge**: +1
**Structure (SMILES)**: O=[N+]1CN1

***

--- b ---
Below is a gas-phase ion, CH3N2O (charge +1), with properties calculated with ωB97M-V with the def2-TZVPD basis set.

Last column: Mulliken charge in e.
Positions of all 7 atoms, in Å:
C (-0.146, 0.214, 0.126)  -0.08
N (2.253, -0.181, -0.113)  -0.07
N (1.184, 0.062, -0.012)  0.57
O (-0.834, -0.946, -0.121)  -0.41
H (-0.317, 0.859, -0.885)  0.30
H (-0.397, 0.794, 1.027)  0.34
H (-1.742, -0.801, -0.021)  0.35

## Properties
**Total charge**: +1
**Structure (SMILES)**: N#[N+]CO

***

Relative energies, in kcal/mol, with the most stable structure set to zero: a 72.1; b 0.0.

***

--- a ---
Below is 3 unconnected molecules or ions with the total composition C5H14O3, with properties calculated with ωB97M-V with the def2-TZVPD basis set.

Last column: Mulliken charge in e.
Positions of all 22 atoms, in Å:
O (2.493, 1.254, -1.233)  -0.48
C (1.980, 0.248, -1.659)  -0.01
C (1.310, -0.778, -0.803)  -0.58
C (-0.201, -0.600, -0.714)  -0.52
C (-0.898, -1.410, 0.407)  -0.40
C (-2.331, -1.745, 0.028)  -1.31
H (2.019, 0.017, -2.736)  0.35
H (1.694, -0.696, 0.213)  0.33
H (1.559, -1.739, -1.259)  0.28
H (-0.631, -0.951, -1.656)  0.35
H (-0.584, 0.394, -0.490)  0.29
H (-0.865, -0.800, 1.312)  0.31
H (-0.482, -2.349, 0.796)  0.38
H (-2.440, -2.243, -0.938)  0.36
H (-2.948, -0.841, -0.047)  0.29
H (-2.814, -2.399, 0.757)  0.37
H (2.188, 2.041, 0.655)  0.34
H (2.052, 3.513, 1.165)  0.27
O (1.592, 2.747, 0.931)  -0.64
H (-0.116, 2.244, 1.847)  0.35
H (-1.597, 2.244, 1.400)  0.30
O (-0.980, 1.849, 2.025)  -0.62

## Properties
**Structure (SMILES)**: CCCCC=O.O.O

***

--- b ---
Below is 2 unconnected molecules or ions with the total composition C5H14O3, with properties calculated with ωB97M-V with the def2-TZVPD basis set.

Last column: Mulliken charge in e.
Positions of all 22 atoms, in Å:
C (-2.912, 1.454, 0.095)  -0.50
O (-1.843, 2.390, -0.227)  -0.52
C (-2.445, -0.079, 0.092)  -0.46
C (-1.157, -0.196, 0.733)  -0.18
C (-0.419, -1.513, 0.457)  -0.64
C (1.066, -1.577, 0.714)  -0.70
O (1.672, -1.198, -0.558)  -0.58
H (-3.201, 1.866, 1.081)  0.30
H (-3.691, 1.789, -0.713)  0.28
H (-1.170, 2.340, 0.458)  0.32
H (-2.278, -0.339, -0.995)  0.31
H (-3.224, -0.869, 0.323)  0.33
H (-1.298, -0.172, 1.861)  0.22
H (-0.457, 0.690, 0.502)  0.11
H (-0.940, -2.447, 0.659)  0.51
H (-0.360, -1.588, -0.706)  0.24
H (1.313, -2.632, 1.014)  0.34
H (1.370, -0.856, 1.533)  0.29
H (1.996, -2.146, -0.964)  0.34
H (4.821, 0.171, -1.825)  0.32
H (4.455, 0.231, -0.320)  0.32
O (4.904, 0.736, -1.020)  -0.64

## Properties
**Structure (SMILES)**: OCCCCCO.O

***

Relative energies, in kcal/mol, with the most stable structure set to zero: a 0.0; b 42.6.